i | Density functional theory data (ωB97M-V/def2-TZVPD) for a single C2H5N3O2S molecule.

Last columns: bonded neighbours and bond lengths (Å).
Element x y z (Å)
1 C -1.810 -0.242 0.006  N8 1.349, O12 1.398, S13 1.616
2 C 1.599 -0.521 -0.338  H6 1.099, N9 1.395, N10 1.233
3 H 0.132 1.628 0.427  O11 0.985
4 H -2.446 1.622 0.280  N8 1.023
5 H 0.646 -1.247 1.250  N9 1.018
6 H 1.267 -0.084 -1.290  C2 1.099
7 H 3.438 -0.572 -0.668  N10 1.022
8 N -1.590 1.061 0.278  C1 1.349, H4 1.023, O11 1.347
9 N 0.501 -0.550 0.522  C2 1.395, H5 1.018, O12 1.428
10 N 2.739 -0.804 0.040  C2 1.233, H7 1.022
11 O -0.562 1.742 -0.263  H3 0.985, N8 1.347
12 O -0.675 -1.049 -0.117  C1 1.398, N9 1.428
13 S -3.239 -0.984 -0.126  C1 1.616

Properties
2S+1: 1
Total charge: 0
HOMO energy, eV: -8.961

***

ii | Density functional theory data (ωB97M-V/def2-TZVPD) for 2 unconnected molecules or ions with the total composition C2H5N3O2S.

Last columns: bonded neighbours and bond lengths (Å).
Element x y z (Å)
1 C -0.527 -1.091 0.029  N4 1.211, N5 1.320
2 C -1.625 1.075 0.016  N5 1.482, H9 1.132, H10 1.102, H11 1.193
3 N 2.064 0.832 -0.162  O7 1.327, S8 1.503
4 N -0.178 -2.230 -0.186  C1 1.211, H12 0.941
5 N -1.651 -0.403 0.113  C1 1.320, C2 1.482, H13 1.015
6 O 4.496 0.517 0.207  S8 1.476
7 O 0.808 0.413 -0.076  N3 1.327
8 S 3.182 -0.144 0.081  N3 1.503, O6 1.476
9 H -1.239 1.280 -1.028  C2 1.132
10 H -2.575 1.577 0.261  C2 1.102
11 H -0.826 1.614 0.719  C2 1.193
12 H 0.592 -2.688 -0.475  N4 0.941
13 H -2.521 -0.752 0.501  N5 1.015

Properties
2S+1: 1
Total charge: 0
HOMO energy, eV: -8.489

***

iii | Density functional theory data (ωB97M-V/def2-TZVPD) for 3 unconnected molecules or ions with the total composition C2H5N3O2S.

Last columns: bonded neighbours and bond lengths (Å).
Element x y z (Å)
1 C 0.325 -0.007 -0.472  N9 1.362, N10 1.460, O11 1.345
2 C 2.005 -0.526 0.896  H7 1.093, O11 1.418, O12 1.215
3 H -2.044 -2.267 -0.636  no bonds
4 H -1.966 -0.468 -2.283  no bonds
5 H -1.390 1.146 -0.464  N10 1.159
6 H -0.399 1.530 1.992  S13 1.443
7 H 3.066 -0.790 0.889  C2 1.093
8 N -1.907 -0.757 -0.874  N9 1.540
9 N -0.397 -1.009 -1.046  C1 1.362, N8 1.540
10 N -0.247 1.334 -0.408  C1 1.460, H5 1.159, S13 1.840
11 O 1.668 -0.043 -0.394  C1 1.345, C2 1.418
12 O 1.191 -0.604 1.794  C2 1.215
13 S 0.093 2.462 1.006  H6 1.443, N10 1.840

Properties
2S+1: 1
Total charge: 0
HOMO energy, eV: -9.304

***

Energy above the most stable structure, in eV: i 0.000; ii 2.165; iii 3.447

***

i | Density functional theory data (ωB97M-V/def2-TZVPD) for a gas-phase ion, H2O4PS (charge -1).

Last columns: bonded neighbours and bond lengths (Å).
Element x y z (Å)
1 O -2.731 -1.729 -1.567  S6 1.389
2 O -2.312 -1.088 0.738  S6 1.454
3 O -2.212 0.588 -1.077  S6 1.437
4 O -0.250 -1.219 -1.084  P5 1.587, S6 2.047
5 P 0.805 -0.038 -0.986  O4 1.587, H7 1.404, H8 1.464
6 S -2.212 -0.793 -0.682  O1 1.389, O2 1.454, O3 1.437, O4 2.047
7 H -0.059 0.930 -0.448  P5 1.404
8 H 0.931 0.718 -2.233  P5 1.464

Properties
2S+1: 1
Total charge: -1
HOMO energy, eV: -4.318

***

ii | Density functional theory data (ωB97M-V/def2-TZVPD) for a gas-phase ion, H2O4PS (charge -1).

Last columns: bonded neighbours and bond lengths (Å).
Element x y z (Å)
1 O -1.226 -0.356 2.037  S6 1.405
2 O -0.531 -0.977 -0.764  P5 1.484, S6 2.093
3 O 1.164 -0.509 1.489  S6 1.450
4 O -0.301 1.185 0.621  S6 1.413
5 P -0.099 -0.013 -1.807  O2 1.484, H7 1.356, H8 1.333
6 S -0.186 -0.131 1.120  O1 1.405, O2 2.093, O3 1.450, O4 1.413
7 H 1.220 -0.284 -1.643  P5 1.356
8 H -0.041 1.085 -1.052  P5 1.333

Properties
2S+1: 1
Total charge: -1
HOMO energy, eV: -4.115

***

Energy above the most stable structure, in eV: i 0.000; ii 1.514

***

i | Density functional theory data (ωB97M-V/def2-TZVPD) for a gas-phase ion, C4H13N3 (charge +2).

Last columns: bonded neighbours and bond lengths (Å).
Element x y z (Å)
1 C 0.799 0.634 -1.614  C2 1.500, N7 1.538, H8 1.125, H9 1.079
2 C 0.585 0.655 -0.129  C1 1.500, C3 1.489, H10 1.133, H11 1.149
3 C -0.835 0.746 0.309  C2 1.489, N6 1.469, H12 1.120, H13 1.191
4 N -0.536 -1.304 2.253  C5 1.381, H14 1.145, H15 1.011
5 C -1.361 -1.504 1.164  N4 1.381, N6 1.285, H16 1.132
6 N -1.515 -0.555 0.311  C3 1.469, C5 1.285, H17 1.109
7 N 2.246 1.023 -1.962  C1 1.538, H18 1.123, H19 1.019, H20 1.034
8 H 0.783 -0.278 -2.272  C1 1.125
9 H -0.028 1.143 -2.083  C1 1.079
10 H 1.148 -0.098 0.504  C2 1.133
11 H 1.088 1.672 0.048  C2 1.149
12 H -1.564 1.435 -0.191  C3 1.120
13 H -0.677 1.255 1.374  C3 1.191
14 H -0.484 -2.035 3.133  N4 1.145
15 H -0.358 -0.322 2.409  N4 1.011
16 H -1.943 -2.474 1.229  C5 1.132
17 H -2.080 -0.876 -0.588  N6 1.109
18 H 2.356 1.981 -2.538  N7 1.123
19 H 2.493 0.221 -2.541  N7 1.019
20 H 2.769 1.048 -1.070  N7 1.034

Properties
2S+1: 1
Total charge: +2
HOMO energy, eV: -18.716

***

ii | Density functional theory data (ωB97M-V/def2-TZVPD) for a gas-phase ion, C4H13N3 (charge +2).

Last columns: bonded neighbours and bond lengths (Å).
Element x y z (Å)
1 C -1.370 -0.460 1.244  C2 1.591, N7 1.635, H8 1.090, H9 1.123
2 C -0.073 0.405 0.930  C1 1.591, C3 1.502, H10 1.163, H11 1.108
3 C 0.492 0.087 -0.425  C2 1.502, C4 1.403, N6 1.387
4 C 0.515 1.066 -1.429  C3 1.403, N5 1.522, H12 1.055
5 N 1.205 0.971 -2.782  C4 1.522, H13 0.984, H14 0.992, H15 1.051
6 N 0.917 -1.210 -0.675  C3 1.387, H16 0.978, H17 1.088
7 N -1.489 -0.615 2.867  C1 1.635, H18 1.055, H19 1.036, H20 1.126
8 H -2.267 -0.078 0.757  C1 1.090
9 H -1.443 -1.519 0.878  C1 1.123
10 H 0.767 0.212 1.710  C2 1.163
11 H -0.366 1.470 1.024  C2 1.108
12 H 0.038 1.938 -1.077  C4 1.055
13 H 2.172 0.809 -2.694  N5 0.984
14 H 0.769 0.277 -3.341  N5 0.992
15 H 1.155 1.863 -3.334  N5 1.051
16 H 1.380 -1.517 -1.480  N6 0.978
17 H 0.764 -2.036 0.016  N6 1.088
18 H -2.247 0.044 3.188  N7 1.055
19 H -0.682 -0.408 3.482  N7 1.036
20 H -1.853 -1.660 3.078  N7 1.126

Properties
2S+1: 1
Total charge: +2
HOMO energy, eV: -16.311

***

Energy above the most stable structure, in eV: i 0.092; ii 0.000

***

i | Density functional theory data (ωB97M-V/def2-TZVPD) for 3 unconnected molecules or ions with the total composition C4H13N3.

Last columns: bonded neighbours and bond lengths (Å).
Element x y z (Å)
1 C -2.595 1.599 0.380  C2 1.577, N7 1.470, H8 1.093, H9 1.085
2 C -2.315 0.607 1.574  C1 1.577, C3 1.446, H10 1.099, H11 1.245
3 C -2.745 -0.767 1.434  C2 1.446, H12 1.104, H13 1.089
4 N 4.191 -1.282 -0.375  C5 1.333, H14 1.012, H15 1.013
5 C 3.405 -0.495 -1.110  N4 1.333, N6 1.285, H16 1.104
6 N 2.131 -0.549 -1.261  C5 1.285, H17 1.048
7 N -1.948 1.041 -0.816  C1 1.470, H19 1.017, H20 1.005
8 H -3.670 1.420 0.299  C1 1.093
9 H -2.080 2.517 0.648  C1 1.085
10 H -2.241 1.052 2.576  C2 1.099
11 H -1.344 -0.089 1.223  C2 1.245
12 H -3.812 -0.999 1.273  C3 1.104
13 H -2.267 -1.563 2.003  C3 1.089
14 H 5.159 -1.003 -0.281  N4 1.012
15 H 3.909 -1.907 0.371  N4 1.013
16 H 4.014 0.151 -1.767  C5 1.104
17 H 1.488 -0.455 -0.439  N6 1.048
18 H -0.160 -0.599 -0.003  no bonds
19 H -2.381 1.230 -1.716  N7 1.017
20 H -1.686 0.097 -0.593  N7 1.005

Properties
2S+1: 1
Total charge: +2
HOMO energy, eV: -16.994

***

ii | Density functional theory data (ωB97M-V/def2-TZVPD) for a gas-phase ion, C4H13N3 (charge +2).

Last columns: bonded neighbours and bond lengths (Å).
Element x y z (Å)
1 C -0.248 -0.767 -1.961  C2 1.542, N7 1.510, H8 1.090, H9 1.081
2 C -0.657 -0.360 -0.530  C1 1.542, C3 1.537, H10 1.091, H11 1.092
3 C 0.539 -0.309 0.435  C2 1.537, N6 1.467, H12 1.073, H13 1.088
4 N 1.213 2.007 3.178  C5 1.305, H14 1.012, H15 1.014
5 C 1.264 0.980 2.375  N4 1.305, N6 1.317, H16 1.081
6 N 0.432 0.820 1.366  C3 1.467, C5 1.317, H17 1.012
7 N -1.444 -1.256 -2.743  C1 1.510, H18 1.023, H19 1.018, H20 1.023
8 H 0.486 -1.571 -1.930  C1 1.090
9 H 0.204 0.067 -2.480  C1 1.081
10 H -1.173 0.596 -0.615  C2 1.091
11 H -1.392 -1.084 -0.173  C2 1.092
12 H 0.501 -1.211 1.016  C3 1.073
13 H 1.457 -0.247 -0.144  C3 1.088
14 H 1.806 2.096 3.994  N4 1.012
15 H 0.429 2.648 3.219  N4 1.014
16 H 2.121 0.323 2.426  C5 1.081
17 H -0.372 1.434 1.336  N6 1.012
18 H -2.077 -1.748 -2.108  N7 1.023
19 H -1.150 -1.927 -3.451  N7 1.018
20 H -1.939 -0.492 -3.211  N7 1.023

Properties
2S+1: 1
Total charge: +2
HOMO energy, eV: -18.382

***

Energy above the most stable structure, in eV: i 13.156; ii 0.000

***

i | Density functional theory data (ωB97M-V/def2-TZVPD) for 3 unconnected molecules or ions with the total composition C3H12N2O2.

Last columns: bonded neighbours and bond lengths (Å).
Element x y z (Å)
1 C -1.892 2.743 -1.537  C2 1.530, H6 1.090, H7 1.080, H8 1.093
2 C -1.420 2.021 -0.275  C1 1.530, N3 1.480, H9 1.099, H10 1.080
3 N -0.180 1.241 -0.492  C2 1.480, C4 1.396, H11 1.013
4 C -0.250 0.210 -1.431  N3 1.396, N5 1.267, H12 1.086
5 N 0.173 -0.953 -1.158  C4 1.267, H13 1.027
6 H -1.434 2.439 -2.478  C1 1.090
7 H -2.966 2.683 -1.638  C1 1.080
8 H -1.673 3.812 -1.487  C1 1.093
9 H -2.211 1.352 0.094  C2 1.099
10 H -1.198 2.775 0.467  C2 1.080
11 H 0.155 0.803 0.357  N3 1.013
12 H -0.602 0.531 -2.407  C4 1.086
13 H 0.073 -1.545 -1.991  N5 1.027
14 H 1.570 -0.939 3.182  O16 0.962
15 H 2.777 -0.020 3.002  O16 0.962
16 O 2.511 -0.871 3.364  H14 0.962, H15 0.962
17 H 2.497 -4.730 1.706  O19 0.967
18 H 1.597 -5.870 1.183  O19 0.965
19 O 2.474 -5.682 1.539  H17 0.967, H18 0.965

Properties
2S+1: 1
Total charge: 0
HOMO energy, eV: -9.451

***

ii | Density functional theory data (ωB97M-V/def2-TZVPD) for 3 unconnected molecules or ions with the total composition C3H12N2O2.

Last columns: bonded neighbours and bond lengths (Å).
Element x y z (Å)
1 C -0.379 -0.537 -0.757  C2 1.514, H6 1.064, H7 1.107, H8 1.020
2 C -1.253 0.543 -1.359  C1 1.514, C3 1.377, N5 1.462
3 C -2.359 1.102 -0.759  C2 1.377, N4 1.516, H9 1.129
4 N -3.524 1.816 -1.416  C3 1.516, H10 0.974, H11 0.971
5 N -1.377 0.666 -2.810  C2 1.462, H12 0.927, H13 1.013
6 H -0.718 -1.263 -1.455  C1 1.064
7 H -0.653 -0.675 0.307  C1 1.107
8 H 0.474 -0.002 -0.922  C1 1.020
9 H -2.428 1.143 0.367  C3 1.129
10 H -4.060 1.752 -0.605  N4 0.974
11 H -3.988 1.378 -2.147  N4 0.971
12 H -1.936 1.286 -3.213  N5 0.927
13 H -0.534 0.816 -3.352  N5 1.013
14 H 4.889 1.500 5.437  O16 0.999
15 H 5.752 1.785 4.120  O16 0.920
16 O 5.083 2.103 4.665  H14 0.999, H15 0.920
17 H 2.934 -4.872 0.925  O19 0.947
18 H 1.886 -5.333 1.851  O19 0.992
19 O 1.995 -4.795 1.024  H17 0.947, H18 0.992

Properties
2S+1: 1
Total charge: 0
HOMO energy, eV: -7.321

***

Energy above the most stable structure, in eV: i 0.000; ii 2.118

***

i | Density functional theory data (ωB97M-V/def2-TZVPD) for 3 unconnected molecules or ions with the total composition C3H12N2O2.

Last columns: bonded neighbours and bond lengths (Å).
Element x y z (Å)
1 C -0.952 -0.674 1.778  C2 1.527, H6 1.087, H7 1.085, H8 1.062
2 C -1.299 -1.381 0.470  C1 1.527, N3 1.468, H9 1.086, H10 1.078
3 N -0.503 -0.901 -0.668  C2 1.468, C4 1.347, H11 1.003
4 C 0.746 -1.350 -0.892  N3 1.347, N5 1.272, H12 1.097
5 N 1.438 -1.094 -1.928  C4 1.272, H13 1.010
6 H -1.177 0.383 1.658  C1 1.087
7 H -1.567 -1.144 2.539  C1 1.085
8 H 0.086 -0.777 1.977  C1 1.062
9 H -2.318 -1.140 0.181  C2 1.086
10 H -1.183 -2.452 0.518  C2 1.078
11 H -0.850 -0.161 -1.248  N3 1.003
12 H 1.155 -1.945 -0.066  C4 1.097
13 H 2.407 -1.353 -1.812  N5 1.010
14 H 1.442 -0.171 -3.937  O16 0.973
15 H 0.489 0.859 -4.291  O16 0.967
16 O 1.443 0.712 -4.346  H14 0.973, H15 0.967
17 H -0.162 4.881 3.398  O19 0.961
18 H 0.851 3.759 3.481  O19 0.963
19 O -0.046 3.950 3.187  H17 0.961, H18 0.963

Properties
2S+1: 1
Total charge: 0
HOMO energy, eV: -8.949

***

ii | Density functional theory data (ωB97M-V/def2-TZVPD) for 3 unconnected molecules or ions with the total composition C3H12N2O2.

Last columns: bonded neighbours and bond lengths (Å).
Element x y z (Å)
1 C 1.476 1.997 -0.339  C2 1.504, H6 1.085, H7 1.071, H8 1.099
2 C 0.270 1.375 -0.987  C1 1.504, N5 1.478, H9 1.162, H10 1.075
3 N -1.111 -0.604 0.793  C4 1.396, H11 1.002, H12 1.001
4 C -0.004 -0.888 -0.010  N3 1.396, N5 1.341, H13 1.076
5 N 0.315 -0.102 -1.049  C2 1.478, C4 1.341
6 H 1.687 1.517 0.612  C1 1.085
7 H 2.242 1.722 -1.036  C1 1.071
8 H 1.358 3.089 -0.345  C1 1.099
9 H -0.628 1.824 -0.402  C2 1.162
10 H 0.228 1.788 -1.978  C2 1.075
11 H -1.413 0.314 1.054  N3 1.002
12 H -1.486 -1.261 1.448  N3 1.001
13 H 0.628 -1.587 0.508  C4 1.076
14 H -3.470 -0.641 -1.458  O16 0.978
15 H -2.600 0.627 -1.203  O16 1.054
16 O -3.564 0.236 -1.035  H14 0.978, H15 1.054
17 H 3.014 -2.486 2.656  O19 0.911
18 H 2.726 -2.132 1.191  O19 0.989
19 O 2.667 -1.828 2.130  H17 0.911, H18 0.989

Properties
2S+1: 1
Total charge: 0
HOMO energy, eV: -8.400

***

Energy above the most stable structure, in eV: i 0.000; ii 1.806